Run i
A structure of composition C2H3ClO2S, computed with ωB97M-V/def2-TZVPD.

The value obtained for the orbital gap is 9.5 eV. The LUMO energy is -0.643 eV. The highest occupied orbital energy comes out at -10.179 eV.

Positions of all 9 atoms, in Å:
C 0.445 -1.464 0.943
C -0.057 -0.222 0.927
O -0.258 0.460 -2.320
O -1.136 2.318 -1.105
S 0.015 1.737 -1.710
Cl 0.923 1.197 0.853
H -0.256 -2.453 0.871
H 1.431 -1.594 0.952
H -1.106 0.021 0.589

Run ii
A cluster of 2 separate species, C2H3ClO2S in total, computed with ωB97M-V/def2-TZVPD.

The value obtained for the orbital gap (alpha / beta) is 7.2 / 7.4 eV. The LUMO energy (alpha / beta) is -2.392 / -1.778 eV. The highest occupied orbital energy (alpha / beta) comes out at -9.634 / -9.166 eV.

Positions of all 9 atoms, in Å:
C -0.962 -1.057 0.005
C -1.066 0.208 -0.587
O 2.238 0.724 0.765
O -1.187 0.690 -1.663
S 2.016 -0.462 -0.316
Cl -0.701 1.397 0.787
H -0.697 -0.926 1.055
H -1.030 -1.810 -0.722
H 1.387 1.236 0.676

Most stable pick: run i. Distance to second place: 157.6 kJ/mol.

Run i
The molecule C2HNO, computed with ωB97M-V/def2-TZVPD.

The value obtained for the orbital gap is 9.7 eV. The LUMO energy is -0.311 eV. The SMILES is O=c1cn1. The highest occupied orbital energy comes out at -10.046 eV.

Positions of all 5 atoms, in Å:
O -1.774 -0.726 -0.065
C -0.634 -0.180 -0.140
C 0.740 0.007 0.028
N 0.092 1.099 -0.337
H 1.575 -0.200 0.515

Run ii
The molecule C2HNO, computed with ωB97M-V/def2-TZVPD.

The value obtained for the orbital gap is 11.0 eV. The LUMO energy is -0.728 eV. The SMILES is N#CC=O. The highest occupied orbital energy comes out at -11.679 eV.

Positions of all 5 atoms, in Å:
N -0.603 1.688 0.596
C -0.294 0.606 0.232
C 0.156 -0.546 -0.548
O 0.656 -1.481 -0.080
H -0.195 -0.329 -1.636

Most stable pick: run ii. Distance to second place: 143.5 kJ/mol.

Run i
The molecule C3H3FO2, computed with ωB97M-V/def2-TZVPD.

The value obtained for the orbital gap is 11.2 eV. The LUMO energy is 0.626 eV. The SMILES is O=C(O)/C=C/F. The highest occupied orbital energy comes out at -10.562 eV.

Positions of all 9 atoms, in Å:
O -1.623 -0.912 1.103
C -0.577 -0.607 0.532
O 0.317 -1.606 0.167
C -0.422 0.777 -0.083
C 0.839 0.945 -0.501
F 1.241 1.981 -1.165
H -0.309 -2.280 0.505
H -1.162 1.592 -0.058
H 1.698 0.110 -0.500

Run ii
A cluster of 2 separate species, C3H3FO2 in total, computed with ωB97M-V/def2-TZVPD.

The value obtained for the orbital gap is 9.4 eV. The LUMO energy is -0.423 eV. The highest occupied orbital energy comes out at -9.811 eV.

Positions of all 9 atoms, in Å:
C 1.014 -1.740 0.005
C 1.432 -0.875 0.762
C -1.152 0.718 -0.756
O -0.470 1.757 1.095
O -1.014 0.771 0.486
F 2.084 -0.187 1.609
H 0.375 -1.748 -0.854
H -1.532 -0.281 -1.103
H -0.738 1.584 -1.243

Most stable pick: run i. Distance to second place: 729.5 kJ/mol.